1.
DFT (ωB97M-V/def2-TZVPD) results for a cluster of 2 separate species, C5H9NO in total in a non-equilibrium geometry.

Structure (XYZ):
```
16
Properties=species:S:1:pos:R:3:forces:R:3:nbo_charge:R:1
C -1.70603 -0.61988 0.42959 -0.07 0.04 -0.26 -0.224
C -0.43290 -0.22793 1.08229 0.16 -0.47 0.90 0.284
H -1.02689 -0.67302 -1.56219 0.01 0.06 0.01 0.178
H 1.58008 -0.60671 -1.28811 -0.06 0.20 -0.33 0.459
O 0.63446 -0.07862 0.32950 0.25 0.40 -0.40 -0.834
H -2.54566 -0.79782 1.09398 -0.02 0.12 0.00 0.198
N 2.11770 0.23549 -1.54745 0.05 0.24 0.39 -0.702
H -2.82327 -1.03351 -1.31757 0.02 -0.13 0.04 0.195
H 2.10550 2.20076 -0.90757 -0.09 -0.05 0.12 0.195
H -1.26059 -0.38175 3.04401 -0.06 0.07 -0.05 0.186
H 0.44442 1.40607 -1.30032 0.10 0.08 0.07 0.231
H 0.54062 0.05102 2.94598 0.01 0.04 -0.02 0.193
C -0.38963 -0.16806 2.44006 -0.12 0.03 -0.51 -0.504
C 1.50851 1.32722 -1.14606 -0.16 -0.88 -0.18 0.165
H 3.11673 0.15734 -1.41360 -0.09 0.10 0.02 0.397
C -1.86306 -0.79060 -0.88254 0.05 0.15 0.20 -0.418
```
Positions in Å, forces in eV/Å.

Kohn-Sham gap (alpha / beta) = 0.2492 / 0.2493 hartree
E_LUMO (alpha / beta) = -0.3 / -0.3 eV
Multiplicity = 1
Total charge = 0

2.
DFT (ωB97M-V/def2-TZVPD) results for a cluster of 2 separate species, C21H40F5N5O7P2S5 in total in a non-equilibrium geometry.

Structure (XYZ):
```
85
Properties=species:S:1:pos:R:3:forces:R:3:mulliken_charge:R:1
H -2.19422 -3.67853 2.26163 0.15 -0.15 -0.08 0.579
H -3.87210 -0.21772 -0.33084 -0.18 -0.15 -0.04 0.507
C 0.20650 1.05916 -1.44645 0.29 0.20 0.42 -1.092
C -2.57667 -5.67191 5.22444 0.01 -0.04 0.00 -0.721
S -3.23590 2.55936 2.52833 0.11 -0.03 0.27 -0.206
C -7.27123 2.11132 -0.37863 0.80 0.16 0.06 -0.452
H 4.53177 -2.16345 -3.11279 0.08 -0.30 -0.12 0.545
H -2.63760 2.00158 -0.37289 -0.24 0.10 0.18 0.434
C 4.29942 4.22181 1.69240 0.39 0.33 0.19 0.670
H -2.90469 -2.71507 1.02208 -0.11 0.12 -0.20 0.270
C 4.38033 3.33060 0.40117 1.26 0.36 -0.20 0.814
H -1.26671 0.48074 2.40477 0.11 0.15 -0.12 0.473
H -5.30513 2.95680 0.00562 0.16 0.17 -0.14 0.331
H 3.05498 3.12600 -2.37921 0.02 0.16 -0.10 0.349
H 1.53832 0.01639 -0.18374 0.59 -0.10 0.24 0.424
H 1.89659 -3.09086 -1.02616 -0.07 0.12 -0.10 0.195
S 2.51025 -3.03284 -3.89445 -0.45 -0.21 0.16 0.935
C 3.56343 -1.70615 -3.28039 0.20 -0.04 -0.07 -0.850
H -4.17885 -3.59125 3.31996 -0.03 -0.09 0.36 0.332
C -3.92228 -2.61172 2.93286 -0.04 -0.14 -0.87 -1.284
C -2.64678 -2.70614 2.07397 0.22 -0.35 0.53 -0.370
H 2.82961 -3.00320 -5.21409 0.12 0.17 0.03 0.187
H -2.07805 -6.47398 4.68451 0.00 -0.02 -0.01 0.254
C 3.95140 0.24350 -1.46992 0.78 -1.67 -0.42 0.650
H 6.09215 -1.32614 -1.98784 0.09 -0.37 -0.03 0.335
O 4.83147 0.88195 -4.07788 -0.12 -0.76 0.14 -0.529
N 2.77012 2.17570 -2.53697 0.20 -0.46 -0.31 -0.157
H 1.88342 2.11791 -3.00802 -0.14 0.14 -0.02 0.372
H 6.12225 2.64976 -2.72215 0.10 0.37 0.19 0.203
F 3.15821 4.92334 1.75812 0.79 -0.55 0.12 -0.197
H 5.58957 1.14650 -4.60893 0.11 0.08 -0.32 0.371
H -0.74906 -1.69211 1.68650 0.02 -0.31 -0.22 -0.143
H -3.44939 -5.35028 4.66064 -0.02 0.00 -0.01 0.187
N -0.94982 -3.66559 5.54020 0.11 0.16 -0.02 -0.412
C -2.17490 1.03227 -0.52028 0.70 -0.04 -0.11 -0.627
H -5.27375 1.32808 -0.73543 0.07 0.04 -0.30 0.225
H 4.47623 0.57085 0.52137 0.15 -0.12 0.03 0.134
F 5.33909 5.09170 1.64047 -0.80 -0.61 0.11 -0.246
H -2.89635 -6.04119 6.19636 -0.01 -0.01 0.01 0.328
H -7.29762 1.45743 -2.40852 0.02 -0.09 -0.26 0.336
C -2.91415 -0.10448 0.17433 -0.97 0.29 -0.44 -1.667
P 3.04302 -2.36962 -0.66103 1.02 0.12 0.41 0.103
H -7.65493 2.91756 0.23798 -0.31 0.09 0.05 0.366
H 0.29129 2.07437 -1.82131 0.01 0.13 -0.21 0.374
O 1.80456 3.38996 -0.14920 0.39 0.31 -0.68 -0.654
O 1.12850 -2.68715 -3.76453 -0.19 0.32 -0.21 -0.542
S -5.67972 1.21417 1.61418 0.09 -0.37 -0.52 -0.198
C -3.90152 1.21962 1.89690 -0.20 0.40 -0.04 0.023
H 3.67377 -1.00896 -4.10736 -0.25 0.19 0.01 0.530
F 4.65389 4.13979 -0.65025 -0.45 -0.38 0.37 -0.271
H -0.24898 0.44996 -2.21904 -0.07 -0.18 -0.13 0.453
H 5.48410 -0.47837 -0.23904 0.14 -0.02 0.09 0.470
O 6.31470 -0.62191 -2.61525 -0.66 -0.09 0.22 -0.684
H 2.70282 -1.73132 0.53603 -0.37 0.00 -0.16 0.054
H -8.48769 2.70260 -2.04705 -0.15 0.15 -0.23 0.383
O 2.60064 1.63892 1.31411 0.78 -0.58 -0.13 -0.656
S 4.68521 -3.41248 -0.51468 0.11 0.01 -0.16 -0.356
C -1.57616 -1.66919 2.39605 -0.22 0.50 -0.18 -0.366
H -6.76364 3.12013 -2.22071 0.00 0.26 -0.11 0.317
C 3.12097 -1.02502 -1.98453 -1.21 -0.22 -0.28 -0.319
H -2.36918 -1.02084 -0.01351 0.11 -0.23 0.31 0.327
C -1.66285 -4.55140 5.39869 -0.10 -0.06 -0.01 0.399
F 4.45331 3.44651 2.77652 -0.34 0.62 -0.56 -0.213
H -0.41457 0.27021 0.45802 0.10 -0.15 0.04 -0.147
O 1.80184 -0.53309 -2.18038 0.21 -0.13 0.35 -0.411
H -4.74526 -2.33554 2.28226 -0.25 0.25 0.09 0.352
F 5.42456 2.48721 0.57686 -0.70 0.50 0.14 -0.278
C -7.47062 2.37975 -1.86346 -0.09 -0.36 0.43 -1.282
C -0.66971 1.10236 -0.19405 -0.28 0.00 -0.11 -0.265
H -2.45577 -0.09511 3.51482 -0.20 0.20 0.11 0.863
H -3.86861 -1.88000 3.72800 0.10 0.01 0.26 0.229
N 4.53419 -0.14881 -0.18348 -0.46 0.53 0.09 -0.205
H -0.44221 2.01094 0.35209 0.05 0.08 0.28 0.414
N -3.21520 0.05065 1.60505 0.81 0.20 0.19 0.664
O 2.93858 -4.29552 -3.38221 0.40 -0.17 0.08 -0.591
C 1.59007 0.45311 -1.17479 -1.10 0.31 -1.29 -0.737
S 2.81107 2.40259 0.11439 -1.43 0.30 0.90 1.182
C -5.78623 1.98733 -0.04595 -0.19 -0.26 0.66 -0.436
H -7.73972 1.18311 -0.06779 -0.39 -0.09 -0.07 0.350
H -2.25165 0.82466 -1.58653 -0.21 -0.05 -0.18 0.528
C -2.08709 -0.22526 2.50256 0.02 -0.41 0.38 -1.342
C 2.85062 1.33077 -1.40229 0.18 0.28 1.15 -0.671
N 6.14004 1.90588 -2.03838 -0.27 -0.47 -0.35 -0.871
P 5.36628 0.67245 -2.57454 0.90 1.88 0.31 1.223
H -1.15256 -1.92518 3.36265 0.19 0.04 0.17 0.404
```
Positions in Å, forces in eV/Å.

Kohn-Sham gap = 0.2917 hartree
SMILES = CCCCN(CCCC[C@H]1O[C@](C[SH](=O)=O)([PH2]=S)[C@@](N)(P(=N)(O)O)[C@]1(N)S(=O)(=O)C(F)(F)C(F)(F)F)C(=S)SCCC.CC#N
E_LUMO = -0.2 eV
Multiplicity = 1
Total charge = 0

3.
DFT (ωB97M-V/def2-TZVPD) results for a structure of composition C31H26BaClN6O7S2Se2.

Structure (XYZ):
```
76
Properties=species:S:1:pos:R:3:forces:R:3:mulliken_charge:R:1
H -0.82661 1.37187 5.63176 0.00 0.00 0.00 0.375
C 1.24510 -4.84392 2.17948 0.00 -0.09 -0.01 0.329
C -0.02963 3.92118 1.59451 -0.02 -0.02 -0.01 -1.275
H -3.05376 -1.24499 3.07529 -0.02 -0.02 -0.05 0.470
Cl 0.98089 -3.41769 -2.60880 -0.12 0.00 -0.11 1.605
C 2.68271 2.76735 -4.14848 0.01 -0.03 -0.02 0.692
C -4.07917 2.14567 -1.20810 0.05 -0.01 0.01 -0.537
H -2.78267 0.98831 4.09912 0.01 0.01 0.01 0.432
H -1.35007 -3.61582 1.36688 0.02 -0.03 0.01 0.294
N 1.47238 1.18237 -2.22274 -0.17 -0.18 0.01 0.484
H 2.87515 0.92895 -5.25697 0.00 0.00 0.00 0.378
N 2.96073 -0.44094 0.99871 0.01 -0.09 -0.31 -0.463
C -3.30332 -1.52725 -0.21539 -0.14 -0.13 0.03 -0.025
C 1.59092 2.49857 -2.02599 0.07 0.02 -0.06 0.003
Se 0.93834 -3.23500 5.05383 -0.01 -0.11 -0.03 -0.075
C -3.26688 -4.17116 0.56687 0.05 -0.06 0.05 -0.699
C -0.35102 -1.83696 4.73259 0.01 0.05 0.02 0.427
C -2.22972 -3.29412 0.82100 -0.08 0.09 0.02 -0.468
C 0.20410 2.58352 1.33258 -0.01 -0.01 0.01 -0.488
C 0.27201 4.85537 0.61346 -0.03 0.01 0.02 0.404
O 0.38458 -2.77330 -3.74921 -0.03 -0.01 0.03 -0.660
H 1.03957 5.11835 -1.35502 0.00 0.00 0.00 0.373
C 2.52643 1.40638 -4.35031 0.02 0.04 0.03 -1.040
O 1.17011 -4.81616 -2.85156 0.06 0.01 -0.01 -0.671
C 1.03128 3.04021 -0.75167 -0.06 0.06 0.06 0.578
H 0.56625 -6.80710 1.60071 -0.02 0.00 -0.01 0.341
C -3.29624 -0.10646 -0.58254 -0.07 0.14 -0.01 0.451
O 2.44172 4.65803 -5.66197 0.01 0.03 0.01 -0.517
C 2.74425 -3.79333 0.84104 -0.01 0.03 -0.05 -0.230
O 2.23905 -2.77161 -2.30282 0.16 0.17 0.02 -0.629
S -4.85839 0.65582 -0.90604 0.00 0.05 -0.01 -0.337
N 0.72224 2.15089 0.18760 0.03 -0.12 -0.02 0.360
H -0.03039 1.81613 2.06303 0.00 0.00 0.01 0.669
H 4.17385 4.18092 -4.75871 0.00 -0.01 0.00 0.306
C -0.98787 0.40915 5.16144 0.01 0.02 0.01 -0.356
S 2.27886 -0.53871 2.28695 0.38 0.12 0.59 0.318
H -5.19124 -4.33916 -0.37748 0.00 0.00 0.00 0.382
H -3.20758 -5.19836 0.89955 -0.01 0.00 -0.01 0.465
H 3.32328 -2.89384 0.65872 0.01 -0.01 0.02 0.472
C 0.81447 4.40596 -0.57669 0.01 -0.02 -0.06 -0.674
H 1.80099 -0.42012 -3.46890 0.00 0.00 -0.01 0.358
H 2.32604 4.37705 -2.79052 -0.01 0.00 0.01 0.369
C 3.32445 3.64822 -5.18832 0.00 -0.02 0.00 -0.793
H 1.94064 -6.78329 -0.48706 0.00 0.00 0.00 0.378
H 0.77250 -0.50273 6.00191 -0.01 0.00 0.01 0.336
C 2.77843 -4.85324 -0.04693 -0.05 -0.04 0.01 -0.658
Se 0.13289 -4.94861 3.76093 0.03 0.06 0.08 -0.077
C 1.92192 0.65289 -3.35358 0.06 -0.03 0.02 -0.382
N 1.98004 -3.77962 1.93883 -0.03 0.00 0.04 -0.051
O 0.10888 -3.24156 -1.44954 -0.15 -0.08 -0.01 -0.544
Ba 0.31232 -0.73997 -0.29974 -0.27 0.20 -0.15 1.402
C -2.07200 0.20296 4.31887 -0.04 0.01 -0.04 -0.679
C -4.36130 -3.68627 -0.13453 -0.01 -0.03 -0.01 -0.653
C -2.72586 2.03842 -1.06731 0.06 0.07 -0.03 -0.478
H -1.12800 6.43977 0.78073 0.01 0.00 0.01 0.281
C -4.38039 -2.36732 -0.53587 -0.01 0.02 0.02 -0.805
O 0.61088 7.10359 -0.13754 0.03 -0.02 0.00 -0.501
N -2.24794 -2.01340 0.45684 0.30 0.18 -0.16 0.719
H 1.60521 4.24057 -5.89164 -0.01 -0.01 -0.01 0.339
H 0.34670 8.01774 -0.01191 -0.02 0.03 -0.01 0.300
C -0.04084 6.30814 0.83932 -0.01 -0.01 0.00 -0.583
N -1.38350 -2.05874 3.95361 -0.05 -0.02 -0.02 -0.224
O 0.77542 -0.52325 2.31819 -0.27 0.08 -0.01 -0.388
C -0.10370 -0.62694 5.37817 0.02 -0.03 -0.02 -0.586
C 1.19532 -5.96194 1.35103 0.03 0.03 -0.05 -0.636
H -4.65014 3.02424 -1.47121 -0.04 -0.02 0.00 0.422
C -2.22549 -1.04511 3.74339 0.05 -0.01 -0.02 -0.281
H 0.27587 6.58945 1.84953 0.01 0.00 0.00 0.319
H -0.45474 4.22077 2.54476 0.00 0.01 0.00 0.436
H -2.08210 2.89922 -1.23111 0.01 0.00 0.00 0.339
C 1.97159 -5.95316 0.20618 0.03 0.06 0.04 -0.297
H 3.69688 3.03250 -6.01361 -0.01 0.01 0.00 0.329
C -2.22630 0.74368 -0.69956 0.22 -0.37 0.10 -0.354
H 3.37769 -4.78736 -0.94228 0.00 -0.01 0.00 0.386
H -5.21184 -1.98262 -1.11057 0.00 0.02 0.01 0.426
C 2.20576 3.31688 -2.96522 -0.01 0.01 0.03 -0.634
```
Positions in Å, forces in eV/Å.

Kohn-Sham gap = 0.2464 hartree
E_LUMO = 1.9 eV
Multiplicity = 1
Total charge = -1

4.
DFT (ωB97M-V/def2-TZVPD) results for the molecule C6H13ClN3O3P in a non-equilibrium geometry.

Structure (XYZ):
```
27
Properties=species:S:1:pos:R:3:forces:R:3:nbo_charge:R:1
Cl -4.84068 0.67123 -0.21281 -0.35 0.03 -0.36 -0.010
H -2.79570 0.36361 1.80948 0.49 -0.28 -1.74 0.264
H -3.33822 -1.17480 -0.82362 -1.17 -0.23 -0.18 0.217
N -0.47098 -0.19604 0.00880 -1.28 0.56 2.63 -0.611
C 2.43042 -0.23999 0.88877 1.60 -2.39 1.89 -0.067
O -1.90138 -3.05808 1.45769 0.29 1.85 -0.25 -0.442
H 0.91190 -0.22253 -1.52030 -0.10 -0.43 1.32 0.225
O 1.50525 0.51331 1.68476 0.26 -1.23 -0.08 -0.805
H 3.28394 -0.66829 1.57818 -1.86 0.95 -0.93 0.201
C 0.58464 -0.90811 -0.66918 -0.58 -2.18 -2.71 -0.264
N -1.11129 -2.18782 1.04009 1.54 -4.03 0.17 0.189
H 0.11784 -1.76087 -1.32796 0.66 1.29 1.54 0.239
H 0.78786 3.26627 0.56676 0.48 -0.38 -1.06 0.272
H 1.61230 -2.10056 0.84490 -1.16 -3.04 2.14 0.228
C -3.35512 -0.22742 -0.29233 1.47 -0.56 0.08 -0.425
O -0.69389 1.49933 2.08926 -1.18 0.56 0.35 -1.078
C 0.81522 2.41202 -0.15256 -1.93 -1.49 0.73 -1.002
H 2.91380 0.46083 0.30686 1.11 1.31 -1.81 0.168
P 0.17453 1.06611 1.01687 1.12 0.71 -1.24 2.288
C 1.80818 -1.43671 0.12382 0.36 4.18 -3.22 -0.443
H 1.75796 2.08507 -0.59245 0.14 0.52 0.36 0.236
H 2.43415 -1.82188 -0.72236 0.10 0.19 1.27 0.228
C -2.79753 -0.50190 1.06510 -0.73 1.30 3.22 -0.312
H 0.07830 2.49651 -0.98765 0.48 0.34 0.77 0.248
H -2.52471 0.26502 -0.79074 -0.59 0.97 -0.32 0.229
H -3.38386 -1.14848 1.77825 0.75 -0.46 -1.54 0.268
N -1.44039 -0.99556 0.88953 0.08 1.94 -1.06 -0.043
```
Positions in Å, forces in eV/Å.

Kohn-Sham gap = 0.3511 hartree
SMILES = C[P@]1(=O)OCCCN1N(CCCl)N=O
E_LUMO = 0.4 eV
Multiplicity = 1
Total charge = 0